1.
{"formula": "C5H7NO", "method": "wB97M-V/def2-TZVPD", "species": ["C", "C", "C", "C", "H", "H", "H", "H", "H", "H", "N", "C", "O", "H"], "positions_angstrom": [[0.4382, -1.3111, -0.7800], [-0.0777, -0.3407, -0.2940], [-0.9199, 0.7180, 0.2457], [-2.3329, 0.2913, -0.1805], [0.8489, -2.1855, -1.2196], [-0.7987, 0.7984, 1.3344], [-0.6250, 1.6970, -0.1559], [-3.0948, 0.6702, 0.4976], [-2.5266, 0.6262, -1.2032], [-2.3937, -0.8024, -0.1945], [3.1606, -0.7519, 0.1209], [2.4341, 0.1498, 0.5200], [1.7672, 1.0227, 0.9149], [4.1202, -0.5820, 0.3940]], "smiles": "C#CCC.N=C=O", "relative_energy_ev": 2.400, "max_force_ev_per_a": 0.8, "e_tot_ha": -324.636261, "mol_weight_g_mol": 97.12, "orbital_gap_ev": 10.574, "lumo_ha": 0.030}

2.
{"formula": "C4H11NS2", "method": "wB97M-V/def2-TZVPD", "species": ["S", "S", "C", "C", "C", "N", "C", "H", "H", "H", "H", "H", "H", "H", "H", "H", "H", "H"], "positions_angstrom": [[1.9309, 0.3692, -3.8394], [-0.2623, 1.6407, -2.0780], [0.3898, 0.1452, -1.3569], [-0.2717, 0.1323, 0.0560], [0.3766, 1.1687, 0.9950], [-0.3385, -1.2148, 0.6103], [-1.0066, -1.2961, 1.9107], [0.6170, 0.1521, -3.9710], [-0.1557, -0.6338, -1.8865], [1.4448, -0.0341, -1.1994], [-1.2975, 0.5174, -0.0704], [1.3771, 1.0164, 1.3949], [0.4971, 2.1081, 0.4329], [-0.3815, 1.5475, 1.6794], [0.6204, -1.5407, 0.5961], [-0.5121, -2.0434, 2.5315], [-1.0139, -0.3849, 2.5068], [-2.0138, -1.6497, 1.6881]], "relative_energy_ev": 4.485, "max_force_ev_per_a": 3.3, "e_tot_ha": -1009.973544, "mol_weight_g_mol": 137.27, "orbital_gap_ev": 5.697, "lumo_ha": -0.121}

3.
{"formula": "C29H41F7O21", "method": "wB97M-V/def2-TZVPD", "species": ["C", "C", "C", "F", "C", "O", "C", "C", "C", "C", "C", "O", "C", "O", "C", "H", "H", "H", "H", "H", "H", "H", "H", "H", "H", "H", "H", "H", "H", "H", "H", "H", "H", "H", "H", "H", "H", "H", "O", "C", "O", "C", "C", "F", "O", "H", "H", "H", "O", "C", "O", "C", "C", "F", "O", "H", "H", "H", "O", "C", "O", "C", "C", "F", "O", "H", "H", "H", "O", "C", "O", "C", "C", "F", "O", "H", "H", "H", "O", "C", "O", "C", "C", "F", "O", "H", "H", "H", "O", "C", "O", "C", "C", "F", "O", "H", "H", "H"], "positions_angstrom": [[3.1753, -8.0723, -0.4750], [4.0534, -6.8755, -0.9050], [3.2605, -5.6984, -1.5168], [3.6039, -5.5009, -2.8455], [3.4213, -4.3467, -0.7686], [4.2932, -3.4637, -1.4166], [5.6428, -3.8921, -1.4139], [2.0120, -3.6685, -0.6948], [1.2110, -4.1353, 0.5340], [0.0835, -5.1109, 0.1598], [-0.9929, -4.4466, -0.7314], [-1.1458, -5.0748, -1.9873], [-0.6457, -4.3456, -3.0949], [2.0650, -2.2718, -0.8592], [2.5675, -1.6026, 0.2860], [3.4052, -8.9194, -1.1138], [2.1088, -7.8698, -0.5411], [3.4131, -8.3161, 0.5557], [4.8467, -7.1682, -1.5897], [4.5518, -6.4790, -0.0218], [2.2182, -6.0120, -1.5216], [3.7295, -4.5187, 0.2698], [5.9816, -4.0245, -2.4420], [6.2908, -3.1529, -0.9389], [5.8050, -4.8411, -0.9039], [1.4705, -4.0394, -1.5636], [0.7196, -3.3048, 1.0392], [1.8425, -4.6190, 1.2831], [0.4546, -6.0005, -0.3467], [-0.3931, -5.4499, 1.0786], [-0.8292, -3.3677, -0.7885], [-1.9407, -4.5797, -0.2039], [-0.4052, -3.3051, -2.8681], [0.2654, -4.8209, -3.4753], [-1.3700, -4.3420, -3.9084], [3.3238, -2.1760, 0.8233], [1.7708, -1.2704, 0.9552], [3.0474, -0.6912, -0.0696], [-0.7594, 2.2468, 1.6970], [-0.8297, 1.6172, 0.6902], [-1.3789, 0.3835, 0.5940], [-1.4063, 0.0267, -0.8032], [-0.3092, 0.8970, -1.3575], [-0.5740, 1.2773, -2.6315], [-0.3658, 2.0427, -0.5143], [-2.3718, 0.2705, -1.2143], [-1.2184, -1.0334, -0.9412], [0.6847, 0.4574, -1.3104], [-3.2135, -0.8770, -2.6574], [-3.6578, -0.1643, -3.5000], [-2.9468, 0.3306, -4.5359], [-3.8559, 1.0262, -5.3948], [-4.9848, 1.3572, -4.4509], [-6.1825, 1.3663, -5.0805], [-4.9466, 0.2698, -3.5395], [-4.1781, 0.3625, -6.1985], [-3.3886, 1.9077, -5.8257], [-4.8587, 2.2928, -3.9036], [-2.1735, 8.7534, 1.4967], [-1.9750, 7.6235, 1.1908], [-1.4717, 6.6810, 2.0228], [-1.5199, 5.4252, 1.3346], [-1.5329, 5.8570, -0.1074], [-2.2420, 5.0017, -0.8864], [-2.2166, 7.1006, -0.0465], [-2.4253, 4.8917, 1.6198], [-0.6598, 4.8088, 1.5788], [-0.5455, 6.0056, -0.5474], [-1.5782, 5.2373, 7.7133], [-2.0264, 5.9759, 6.9019], [-1.3221, 6.5308, 5.8868], [-2.2443, 7.2450, 5.0551], [-3.3792, 7.5162, 6.0083], [-4.5791, 7.5315, 5.3753], [-3.3283, 6.3948, 6.8723], [-2.5489, 6.6117, 4.2235], [-1.7944, 8.1529, 4.6614], [-3.2725, 8.4309, 6.5942], [2.5491, 0.6465, -2.4161], [3.7038, 0.9115, -2.4166], [4.5414, 0.6853, -3.4551], [5.8080, 1.2601, -3.1214], [5.7494, 1.2957, -1.6137], [6.4315, 2.3504, -1.1079], [4.3655, 1.4760, -1.3665], [5.8789, 2.2613, -3.5489], [6.6243, 0.6512, -3.5017], [6.0883, 0.3804, -1.1250], [-2.2292, 3.7105, 3.8228], [-3.0706, 2.8819, 3.9101], [-3.1392, 1.9607, 4.8993], [-4.3610, 1.2374, 4.7313], [-4.6498, 1.4443, 3.2642], [-5.9815, 1.4835, 3.0128], [-4.0947, 2.7244, 3.0218], [-5.1348, 1.6748, 5.3642], [-4.2334, 0.1908, 4.9959], [-4.1800, 0.7145, 2.6022]], "smiles": "CC[C@H](F)[C@@H](OC)[C@@H](CCCOC)OC.O=C1OC[C@@H](F)O1.O=C1OC[C@@H](F)O1.O=C1OC[C@@H](F)O1.O=C1OC[C@@H](F)O1.O=C1OC[C@@H](F)O1.O=C1OC[C@@H](F)O1", "max_force_ev_per_a": 1.2, "e_tot_ha": -3408.731635, "mol_weight_g_mol": 858.61, "orbital_gap_ev": 10.044, "lumo_ha": 0.013}

4.
{"formula": "C97H87BaN3O2P5SSi", "method": "wB97M-V/def2-TZVPD", "species": ["Ba", "C", "C", "C", "C", "C", "C", "P", "C", "C", "C", "C", "C", "C", "C", "C", "C", "C", "C", "C", "Si", "C", "C", "C", "C", "C", "C", "P", "C", "C", "C", "C", "C", "C", "C", "C", "C", "C", "C", "C", "C", "C", "C", "C", "C", "C", "P", "C", "C", "C", "C", "C", "C", "C", "C", "C", "C", "C", "C", "H", "H", "H", "H", "H", "H", "H", "H", "H", "H", "H", "H", "H", "H", "H", "H", "H", "H", "H", "H", "H", "H", "H", "H", "H", "H", "H", "H", "H", "H", "H", "H", "H", "H", "H", "H", "H", "H", "H", "H", "H", "H", "C", "N", "P", "C", "C", "C", "C", "C", "C", "C", "C", "C", "C", "C", "C", "P", "C", "C", "C", "C", "C", "C", "C", "C", "C", "C", "C", "C", "H", "H", "H", "H", "H", "H", "H", "H", "H", "H", "H", "H", "H", "H", "H", "H", "H", "H", "H", "H", "H", "H", "H", "C", "N", "C", "C", "C", "N", "C", "C", "O", "H", "H", "H", "H", "H", "H", "H", "H", "H", "H", "H", "H", "O", "S", "C", "C", "C", "C", "C", "C", "C", "C", "C", "C", "C", "C", "H", "H", "H", "H", "H", "H", "H", "H", "H", "H"], "positions_angstrom": [[0.8038, -0.1912, 0.9083], [-0.5799, 1.0989, -6.1674], [0.2463, 0.8938, -5.0762], [-0.2894, 0.8035, -3.8028], [-1.6575, 0.9476, -3.6009], [-2.4706, 1.2184, -4.6981], [-1.9402, 1.2656, -5.9737], [-2.2693, 0.8878, -1.8598], [-3.4911, 2.2453, -2.0529], [-4.8492, 2.1581, -1.7771], [-5.6696, 3.2575, -1.9630], [-5.1418, 4.4648, -2.3837], [-3.7791, 4.5743, -2.6148], [-2.9622, 3.4746, -2.4473], [-3.3873, -0.5765, -1.8416], [-4.4510, -0.6738, -2.7346], [-5.4058, -1.6654, -2.6123], [-5.3084, -2.5721, -1.5734], [-4.2130, -2.5235, -0.7289], [-3.2233, -1.5516, -0.8522], [-1.6660, -1.7220, 0.2768], [-0.7408, -3.3486, -0.1589], [-0.2676, -4.1801, 0.8540], [0.6214, -5.2089, 0.6151], [1.1161, -5.4088, -0.6644], [0.6577, -4.6068, -1.6923], [-0.2707, -3.5983, -1.4498], [-1.0163, -2.7168, -2.8879], [0.4687, -2.3306, -3.8768], [1.6465, -1.9294, -3.2531], [2.7275, -1.5063, -4.0058], [2.6421, -1.4788, -5.3887], [1.4606, -1.8457, -6.0156], [0.3709, -2.2437, -5.2638], [-1.5708, -4.3063, -3.6404], [-2.7609, -4.8167, -3.1278], [-3.2023, -6.0752, -3.4922], [-2.4626, -6.8342, -4.3856], [-1.2956, -6.3205, -4.9258], [-0.8479, -5.0652, -4.5533], [-2.4506, -2.0583, 2.0043], [-2.7976, -3.3540, 2.3779], [-3.1166, -3.6883, 3.6819], [-3.0716, -2.7160, 4.6659], [-2.8065, -1.4049, 4.3119], [-2.5372, -1.0644, 2.9881], [-2.4090, 0.6843, 2.4519], [-4.1882, 1.0460, 2.1919], [-4.4632, 2.2142, 1.4871], [-5.7670, 2.6427, 1.3261], [-6.8115, 1.8912, 1.8403], [-6.5466, 0.7118, 2.5170], [-5.2411, 0.2872, 2.6945], [-2.1753, 1.4978, 4.0789], [-3.2073, 1.9251, 4.9066], [-2.9226, 2.4880, 6.1379], [-1.6102, 2.6278, 6.5589], [-0.5752, 2.2201, 5.7335], [-0.8598, 1.6723, 4.4966], [-0.1652, 1.1441, -7.1632], [1.3108, 0.7948, -5.2236], [0.3540, 0.6339, -2.9445], [-3.5213, 1.4256, -4.5636], [-2.5912, 1.4459, -6.8170], [-5.2782, 1.2292, -1.4340], [-6.7291, 3.1657, -1.7760], [-5.7872, 5.3169, -2.5310], [-3.3591, 5.5190, -2.9278], [-1.8992, 3.5532, -2.6429], [-4.5443, 0.0356, -3.5403], [-6.2239, -1.7156, -3.3159], [-6.0676, -3.3279, -1.4387], [-4.1253, -3.2647, 0.0511], [-0.6163, -4.0302, 1.8624], [0.9285, -5.8586, 1.4258], [1.8225, -6.2026, -0.8688], [1.0158, -4.7739, -2.7009], [1.7093, -1.9504, -2.1699], [3.6381, -1.1958, -3.5099], [3.4850, -1.1450, -5.9771], [1.3869, -1.8037, -7.0927], [-0.5638, -2.4882, -5.7507], [-3.3272, -4.2128, -2.4317], [-4.1191, -6.4688, -3.0746], [-2.7951, -7.8227, -4.6645], [-0.7206, -6.9049, -5.6314], [0.0710, -4.6845, -4.9751], [-2.7993, -4.1329, 1.6286], [-3.3774, -4.7063, 3.9324], [-3.2639, -2.9707, 5.6977], [-2.8099, -0.6452, 5.0810], [-3.6428, 2.7785, 1.0627], [-5.9670, 3.5636, 0.7986], [-7.8315, 2.2218, 1.7135], [-7.3593, 0.1274, 2.9249], [-5.0482, -0.6306, 3.2314], [-4.2321, 1.8021, 4.5895], [-3.7318, 2.8095, 6.7761], [-1.3923, 3.0549, 7.5260], [0.4503, 2.3254, 6.0636], [-0.0669, 1.3649, 3.8298], [3.8101, 4.0161, -0.1417], [2.7676, 3.0095, -0.2967], [3.1086, 1.6581, -1.3361], [3.8684, 2.4972, -2.7878], [5.1897, 2.9271, -2.8711], [5.6195, 3.6206, -3.9897], [4.7403, 3.9041, -5.0227], [3.4247, 3.4773, -4.9450], [2.9950, 2.7757, -3.8339], [4.5922, 0.9141, -0.5590], [5.4396, 0.1397, -1.3501], [6.4563, -0.6050, -0.7822], [6.6248, -0.6024, 0.5940], [5.7834, 0.1563, 1.3911], [4.7643, 0.9006, 0.8226], [1.1297, 3.4674, -0.7131], [1.3654, 5.1917, -1.3413], [1.5590, 6.3043, -0.5256], [1.7229, 7.5608, -1.0813], [1.7056, 7.7253, -2.4570], [1.4973, 6.6283, -3.2745], [1.3156, 5.3738, -2.7188], [0.3658, 3.9487, 0.8857], [0.9934, 4.0080, 2.1228], [0.2778, 4.4146, 3.2373], [-1.0565, 4.7674, 3.1292], [-1.6904, 4.6997, 1.8992], [-0.9847, 4.2838, 0.7869], [4.7448, 3.5254, 0.1438], [3.5310, 4.7276, 0.6351], [3.9836, 4.5744, -1.0677], [5.8868, 2.7173, -2.0712], [6.6500, 3.9377, -4.0551], [5.0794, 4.4658, -5.8809], [2.7357, 3.6821, -5.7511], [1.9721, 2.4308, -3.7652], [5.3080, 0.1409, -2.4234], [7.1152, -1.1877, -1.4094], [7.4130, -1.1826, 1.0493], [5.9292, 0.1769, 2.4610], [4.1118, 1.4983, 1.4476], [1.5732, 6.1931, 0.5490], [1.8623, 8.4184, -0.4392], [1.8354, 8.7082, -2.8853], [1.4693, 6.7517, -4.3465], [1.1274, 4.5209, -3.3535], [2.0415, 3.7530, 2.2165], [0.7666, 4.4753, 4.1984], [-1.6024, 5.0979, 3.9998], [-2.7284, 4.9836, 1.8070], [-1.4734, 4.2296, -0.1783], [3.8731, -3.0616, -0.1309], [3.6599, -3.4724, 1.2394], [4.4723, -4.5712, 1.7146], [4.5601, -4.4923, 3.2300], [3.1374, -4.5643, 3.7612], [2.3354, -3.5223, 3.1576], [1.0701, -3.2821, 3.8125], [2.5922, -3.0046, 1.9299], [1.9043, -2.0819, 1.4765], [3.4747, -3.8092, -0.8258], [4.9407, -2.9284, -0.3160], [3.3696, -2.1123, -0.2982], [5.4641, -4.4893, 1.2639], [4.0411, -5.5343, 1.4138], [5.0124, -3.5399, 3.5176], [5.1640, -5.3034, 3.6369], [3.1118, -4.4113, 4.8453], [2.7033, -5.5526, 3.5504], [1.2395, -2.9665, 4.8407], [0.4794, -4.1999, 3.8192], [0.5258, -2.5092, 3.2804], [1.7464, 0.2215, 3.0778], [3.0283, -0.3007, 3.5932], [2.6878, -0.9445, 5.2541], [3.6603, -1.6904, 5.8996], [3.4349, -2.1278, 7.1951], [2.2358, -1.8345, 7.8282], [1.2523, -1.1219, 7.1595], [1.4789, -0.6744, 5.8681], [3.8368, 1.1592, 4.3205], [3.1269, 2.3428, 4.3531], [3.7194, 3.4852, 4.8628], [5.0141, 3.4301, 5.3502], [5.7128, 2.2333, 5.3387], [5.1262, 1.0914, 4.8195], [4.5860, -1.9262, 5.3943], [4.1982, -2.6911, 7.7119], [2.0684, -2.1640, 8.8431], [0.3118, -0.9107, 7.6469], [0.7233, -0.1312, 5.3233], [2.1158, 2.3418, 3.9783], [3.1795, 4.4192, 4.8838], [5.4821, 4.3189, 5.7426], [6.7166, 2.1902, 5.7334], [5.6653, 0.1550, 4.8201]], "relative_energy_ev": 0.000, "max_force_ev_per_a": 3.9, "e_tot_ha": -6483.158849, "total_charge": 1, "mol_weight_g_mol": 1679.13, "orbital_gap_ev": 5.902, "lumo_ha": -0.068}

Please write out number 2 again, unchanged.
{"formula": "C4H11NS2", "method": "wB97M-V/def2-TZVPD", "species": ["S", "S", "C", "C", "C", "N", "C", "H", "H", "H", "H", "H", "H", "H", "H", "H", "H", "H"], "positions_angstrom": [[1.9309, 0.3692, -3.8394], [-0.2623, 1.6407, -2.0780], [0.3898, 0.1452, -1.3569], [-0.2717, 0.1323, 0.0560], [0.3766, 1.1687, 0.9950], [-0.3385, -1.2148, 0.6103], [-1.0066, -1.2961, 1.9107], [0.6170, 0.1521, -3.9710], [-0.1557, -0.6338, -1.8865], [1.4448, -0.0341, -1.1994], [-1.2975, 0.5174, -0.0704], [1.3771, 1.0164, 1.3949], [0.4971, 2.1081, 0.4329], [-0.3815, 1.5475, 1.6794], [0.6204, -1.5407, 0.5961], [-0.5121, -2.0434, 2.5315], [-1.0139, -0.3849, 2.5068], [-2.0138, -1.6497, 1.6881]], "relative_energy_ev": 4.485, "max_force_ev_per_a": 3.3, "e_tot_ha": -1009.973544, "mol_weight_g_mol": 137.27, "orbital_gap_ev": 5.697, "lumo_ha": -0.121}